Formula: C14H56N28O14
Source: OMol25
Level of theory: ωB97M-V/def2-TZVPD

**HOMO (spin up / spin down)**: -0.39908 / -0.39908 Eh
**HOMO-LUMO gap (spin up / spin down)**: 0.30014 / 0.12100 hartree
**Net charge**: +1
**Spin multiplicity**: 2
**Relative energy (zero: lowest compared OMol25 entry of this formula, charge and spin)**: 103.2 kcal per mole

Last column: Mulliken charge in e.
Geometry (Å):
C 24.136 -1.146 -18.722  0.318
O 25.353 -1.128 -18.908  -0.737
N 23.591 -0.806 -17.573  0.476
N 23.237 -1.307 -19.678  -0.445
H 22.583 -0.846 -17.521  -0.250
H 24.104 -0.524 -16.749  -0.228
H 22.358 -1.775 -19.512  0.158
H 23.594 -1.252 -20.621  0.273
C 20.881 0.737 -15.907  0.357
O 21.848 0.546 -15.183  -0.217
N 20.267 -0.176 -16.542  -0.299
N 20.527 1.963 -16.234  -0.506
H 20.661 -1.085 -16.345  0.011
H 19.379 0.033 -16.975  0.212
H 19.791 2.242 -16.867  0.179
H 20.949 2.594 -15.568  0.033
C 28.438 -0.415 -16.890  0.811
O 29.434 0.005 -16.337  -0.684
N 27.444 0.257 -17.265  0.135
N 28.442 -1.592 -17.499  -0.384
H 26.683 -0.076 -17.840  0.289
H 27.251 1.042 -16.660  -0.587
H 29.260 -2.153 -17.308  0.231
H 27.603 -1.899 -17.970  0.152
C 26.152 -4.075 -14.722  0.215
O 25.921 -3.576 -13.707  -0.587
N 26.067 -5.334 -14.989  -0.442
N 26.188 -3.378 -15.837  -0.010
H 26.477 -5.598 -15.874  0.221
H 25.340 -5.998 -14.765  0.202
H 26.241 -2.398 -15.600  -0.495
H 26.491 -3.732 -16.733  0.311
C 25.052 -3.534 -10.661  0.275
O 24.779 -3.470 -9.532  -0.491
N 25.221 -4.677 -11.279  -0.329
N 25.329 -2.564 -11.512  0.165
H 24.576 -5.358 -10.904  0.277
H 25.428 -4.535 -12.258  0.242
H 24.953 -1.640 -11.349  -0.174
H 25.779 -2.838 -12.373  1.144
C 27.240 3.686 -16.884  0.547
O 26.391 2.953 -16.600  -0.418
N 27.195 4.578 -17.889  -0.499
N 28.483 3.516 -16.477  -0.307
H 26.348 4.748 -18.412  0.250
H 27.705 5.412 -17.635  0.235
H 29.136 4.285 -16.461  0.230
H 28.635 2.767 -15.816  0.030
C 24.984 -0.080 -14.129  -0.800
O 26.168 -0.314 -14.202  -0.492
N 24.176 -0.773 -13.476  1.988
N 24.521 1.012 -14.653  2.122
H 23.173 -0.658 -13.453  -0.709
H 24.628 -1.670 -13.370  -0.390
H 23.551 1.087 -14.924  -0.554
H 25.121 1.535 -15.275  -0.270
C 24.668 1.256 -10.310  0.481
O 24.183 0.194 -10.742  -0.600
N 25.883 1.612 -10.608  -0.359
N 24.075 2.148 -9.589  -0.473
H 26.134 2.509 -10.217  0.164
H 26.328 0.999 -11.276  0.079
H 24.351 3.099 -9.390  0.181
H 23.208 1.848 -9.165  0.243
C 21.376 -2.075 -11.789  0.615
O 20.721 -1.167 -12.161  -0.545
N 21.339 -3.267 -12.236  -0.376
N 22.246 -1.903 -10.852  -0.236
H 21.779 -4.009 -11.711  0.128
H 20.756 -3.487 -13.031  0.219
H 22.814 -1.070 -10.800  0.365
H 22.528 -2.803 -10.490  0.110
C 21.872 -3.654 -16.263  0.598
O 20.700 -3.371 -16.379  -0.678
N 22.539 -4.574 -16.912  -0.352
N 22.705 -3.026 -15.487  0.504
H 22.205 -4.932 -17.796  0.242
H 23.472 -4.829 -16.620  0.148
H 23.688 -3.133 -15.694  -0.230
H 22.456 -2.692 -14.567  -0.259
C 23.948 5.287 -14.131  0.744
O 23.427 5.785 -13.134  -0.716
N 24.093 5.913 -15.282  -0.429
N 24.598 4.205 -14.079  -0.023
H 24.386 5.469 -16.140  0.176
H 23.515 6.741 -15.313  0.251
H 25.304 4.049 -14.783  -0.001
H 24.502 3.667 -13.229  -0.102
C 29.418 0.129 -12.342  0.579
O 29.359 -0.970 -11.770  -0.734
N 30.411 0.887 -12.212  -0.369
N 28.669 0.599 -13.247  -0.098
H 30.404 1.770 -12.702  0.151
H 31.023 0.833 -11.411  0.275
H 27.841 0.094 -13.530  0.061
H 29.006 1.108 -14.051  0.342
C 23.643 3.088 -18.331  0.783
O 24.465 2.857 -19.186  -0.712
N 23.156 2.161 -17.616  0.550
N 23.173 4.253 -17.984  -0.340
H 22.448 2.468 -16.964  -0.428
H 23.432 1.196 -17.728  -0.109
H 22.423 4.263 -17.308  0.149
H 23.101 5.001 -18.659  0.262
C 20.860 2.979 -12.750  0.477
O 19.741 2.521 -12.817  -0.694
N 21.138 4.153 -12.165  -0.322
N 21.871 2.328 -13.036  0.632
H 22.081 4.353 -11.861  0.127
H 20.394 4.828 -12.065  0.216
H 22.795 2.712 -13.175  -0.242
H 21.682 1.497 -13.578  -0.211

Formula: C14H56O23
Source: OMol25
Level of theory: ωB97M-V/def2-TZVPD

**HOMO**: -0.29802 Eh
**HOMO-LUMO gap**: 0.30216 hartree

Last column: Mulliken charge in e.
Geometry (Å):
C 3.808 0.970 0.369  -0.832
C 3.580 -0.393 0.287  -0.384
C 2.294 -1.076 -0.266  -0.663
C 1.187 -0.063 -0.751  1.631
C 0.131 -1.068 -1.444  -1.331
C -1.152 -1.177 -0.535  0.306
C -1.078 -2.117 0.573  -0.267
C -2.249 -2.232 1.451  -0.673
C -3.410 -1.380 1.196  -0.677
C -3.459 -0.434 0.078  0.554
C -4.683 0.497 -0.205  -1.014
C -2.300 -0.331 -0.821  -0.591
C 0.630 0.907 0.320  -0.781
O -0.033 1.833 -0.609  -0.297
C 1.059 2.135 -1.465  0.313
O 1.451 3.216 -1.750  -0.602
O 1.553 0.877 -1.817  -0.395
H 3.983 1.441 1.386  0.233
H 3.812 1.677 -0.500  0.379
H 4.418 -1.070 0.619  0.375
H 1.809 -1.685 0.550  0.099
H 2.616 -1.794 -1.089  0.664
H -0.111 -0.752 -2.488  0.485
H 0.556 -2.109 -1.462  0.303
H -0.172 -2.741 0.757  0.435
H -2.227 -2.966 2.293  0.494
H -4.281 -1.456 1.896  0.528
H -5.606 -0.131 -0.220  0.365
H -4.541 1.003 -1.201  0.318
H -4.745 1.332 0.553  0.116
H -2.240 0.349 -1.697  0.434
H 1.346 1.614 0.831  0.439
H 0.043 0.520 1.185  0.236
O -0.133 -4.804 1.278  -0.604
H -0.994 -4.952 0.866  0.377
H 0.434 -5.480 0.886  0.238
O 1.862 -6.702 -0.094  -0.637
H 2.175 -7.613 -0.101  0.299
H 1.648 -6.519 -1.021  0.342
O -1.060 3.436 1.981  -0.593
H -1.789 3.926 1.586  0.279
H -0.448 3.291 1.247  0.287
O 2.476 -5.576 -2.738  -0.616
H 3.276 -5.236 -3.154  0.289
H 1.760 -5.182 -3.252  0.314
O -1.377 -6.767 -0.322  -0.569
H -2.130 -7.341 -0.504  0.264
H -0.768 -7.327 0.175  0.279
O -0.218 3.745 4.798  -0.804
H 0.067 2.820 4.820  0.355
H -0.443 3.894 3.868  0.421
O 1.472 6.036 -0.472  -0.671
H 1.581 5.131 -0.790  0.413
H 1.470 6.567 -1.278  0.297
O 4.105 3.379 2.771  -0.551
H 3.790 4.293 2.810  0.287
H 5.010 3.431 3.097  0.252
O 3.439 2.955 -4.641  -0.643
H 2.650 2.805 -4.108  0.311
H 3.840 3.739 -4.248  0.319
O 4.422 -2.595 -2.209  -0.632
H 4.763 -2.794 -1.329  0.327
H 5.021 -1.917 -2.544  0.302
O -2.351 1.944 5.778  -0.631
H -2.022 1.745 6.661  0.296
H -1.734 2.611 5.440  0.414
O -2.313 -4.043 -1.912  -0.663
H -2.041 -3.264 -1.405  0.360
H -1.650 -4.709 -1.691  0.249
O 2.236 5.441 4.233  -0.603
H 2.273 5.893 5.082  0.278
H 1.346 5.058 4.210  0.346
O 1.559 1.022 3.642  -0.597
H 1.891 0.820 4.524  0.250
H 2.170 1.695 3.309  0.324
O -1.056 1.324 -3.958  -0.638
H -1.344 2.245 -3.948  0.293
H -0.155 1.356 -3.613  0.352
O 3.314 7.144 -2.676  -0.626
H 3.641 6.951 -1.788  0.340
H 3.920 7.817 -3.008  0.292
O -4.847 2.749 1.974  -0.671
H -5.140 3.667 2.028  0.310
H -3.944 2.769 2.316  0.290
O -5.606 -2.067 3.614  -0.612
H -5.590 -1.630 4.473  0.289
H -6.482 -2.466 3.569  0.284
O -0.766 0.350 -6.654  -0.675
H -0.713 0.383 -5.686  0.321
H 0.154 0.324 -6.940  0.302
O -4.149 -5.894 -3.968  -0.645
H -4.940 -6.051 -3.441  0.305
H -3.750 -5.112 -3.562  0.334

Formula: C14H60N3O24P
Source: OMol25
Level of theory: ωB97M-V/def2-TZVPD

**HOMO**: -0.32061 Eh
**HOMO-LUMO gap**: 0.30051 hartree

Last column: Mulliken charge in e.
Geometry (Å):
O -4.954 0.054 -0.948  -0.666
O -0.525 2.693 0.087  -0.805
O -4.663 -1.423 0.722  -0.623
O -2.105 1.400 -1.363  -0.207
C 0.998 -3.727 3.298  -0.394
C 1.205 -3.529 1.916  -0.871
C 0.399 -2.742 4.114  -0.447
C 0.823 -2.326 1.372  -0.345
C 0.100 -1.485 3.547  0.002
C 0.365 -1.260 2.182  -0.352
N 0.677 1.100 -1.609  0.702
N -0.718 0.027 0.389  1.132
N -4.294 -0.750 -0.238  1.385
C 0.237 0.093 1.508  -0.432
C -2.943 -2.837 -2.069  -1.430
C -2.424 0.077 -1.746  -1.957
C 1.912 1.745 -1.212  0.591
C 1.010 2.319 -2.306  -0.027
C -2.109 -0.326 0.744  -2.077
C -2.394 -2.344 -0.754  -0.517
C -2.831 -0.798 -0.542  1.861
P -0.679 1.371 -0.597  -0.286
H 1.372 -4.611 3.705  0.538
H 1.629 -4.223 1.153  0.361
H 0.305 -2.846 5.212  0.204
H 0.889 -2.234 0.297  0.411
H -0.242 -0.666 4.180  0.471
H 0.112 0.837 2.289  0.550
H 1.203 0.327 1.043  0.391
H -2.533 -3.811 -2.198  0.536
H -4.024 -2.913 -2.069  0.348
H -2.633 -2.227 -2.938  0.280
H -3.204 0.150 -2.492  0.376
H -1.601 -0.370 -2.288  0.677
H 2.952 1.533 -1.648  -0.127
H 1.992 2.371 -0.328  -0.576
H 0.430 3.340 -2.159  -0.484
H 1.470 2.219 -3.283  0.262
H -2.119 -1.003 1.550  1.012
H -2.569 0.657 1.079  0.062
H -2.787 -2.988 0.053  0.578
H -1.280 -2.364 -0.822  -0.026
O 2.151 0.803 -5.572  -0.730
H 1.248 0.926 -6.012  0.308
H 2.022 0.244 -4.739  0.437
O 0.059 -5.048 6.488  -0.578
H 0.061 -6.020 6.767  0.286
H -0.550 -4.541 7.117  0.288
O 5.540 0.896 -2.823  -0.666
H 6.529 1.106 -2.863  0.289
H 5.037 1.669 -3.238  0.358
O 4.038 2.494 -4.513  -0.712
H 3.585 3.398 -4.534  0.295
H 3.380 1.804 -4.852  0.395
O 1.760 -0.797 -3.375  -0.827
H 2.643 -0.851 -2.884  0.341
H 1.101 -0.306 -2.785  0.523
O -1.296 2.055 4.507  -0.700
H -0.300 2.231 4.483  0.365
H -1.466 1.291 5.148  0.395
O -1.993 -0.097 -5.068  -0.624
H -1.944 0.850 -4.716  0.337
H -2.941 -0.270 -5.377  0.296
O 1.228 2.331 4.144  -0.710
H 2.179 2.007 4.263  0.309
H 1.218 3.013 3.396  0.336
O 3.542 3.329 1.474  -0.691
H 2.549 3.194 1.615  0.284
H 3.668 3.913 0.658  0.379
O -1.092 0.293 6.489  -0.697
H -1.857 0.313 7.152  0.403
H -0.228 0.417 7.001  0.256
O 0.831 4.150 1.969  -0.764
H 0.314 3.688 1.231  0.606
H 0.560 5.124 1.980  0.278
O -0.436 6.024 -1.242  -0.710
H 0.393 6.497 -0.906  0.289
H -0.606 5.224 -0.646  0.311
O -0.698 -4.486 -4.533  -0.664
H -0.664 -3.648 -5.098  0.290
H -1.649 -4.832 -4.539  0.399
O -4.365 2.950 -0.422  -0.724
H -3.821 3.551 0.184  0.327
H -3.878 2.067 -0.509  0.325
O 1.740 -7.642 3.791  -0.633
H 1.295 -8.223 4.490  0.314
H 1.613 -8.082 2.888  0.323
O -2.212 -2.160 6.135  -0.670
H -1.939 -1.197 6.286  0.399
H -1.790 -2.725 6.860  0.243
O 4.049 -0.919 -1.413  -0.652
H 3.872 -0.588 -0.474  0.305
H 4.796 -0.362 -1.807  0.358
O -3.286 -5.098 -4.502  -0.672
H -3.299 -5.463 -5.446  0.338
H -4.087 -4.491 -4.388  0.323
O 2.913 4.882 -0.923  -0.548
H 2.559 5.761 -0.569  0.257
H 3.555 5.082 -1.680  0.287
O -0.957 4.970 -3.724  -0.635
H -0.352 5.453 -4.376  0.288
H -0.772 5.330 -2.797  0.388